Model w:
Computed, not measured: C3H4F2O as an isolated structure, with ωB97M-V/def2-TZVPD.

```
10
Properties=species:S:1:pos:R:3:nbo_charge:R:1
C 0.85088 -0.49633 0.17740 0.416
C -0.44819 1.36830 -1.88770 0.196
C -0.30310 -0.97469 1.09317 -0.044
O 0.59097 0.38297 -0.64595 -0.505
F -1.51782 1.67073 -1.19256 -0.353
F 0.07874 -1.94368 1.96311 -0.345
H 1.96604 -0.83099 0.38820 0.155
H 0.27267 2.30790 -1.95595 0.075
H -1.06536 -1.47086 0.54263 0.207
H -0.42482 -0.01334 1.51765 0.197
```

* highest occupied orbital energy: -0.2960 Eh
* multiplicity: 1
* orbital gap: 8.14 eV

---

Model x:
Computed, not measured: one molecule with the formula C3H4F2O, with ωB97M-V/def2-TZVPD.

```
10
Properties=species:S:1:pos:R:3:nbo_charge:R:1
O 0.05687 1.34200 0.21083 -0.467
C 0.03018 0.13982 0.19910 0.507
C -1.32312 -0.63222 0.28614 -0.055
F -2.28075 0.08459 -0.43093 -0.347
C 1.27449 -0.75578 0.02564 -0.052
F 2.26360 0.11807 -0.26129 -0.336
H -1.27134 -1.72345 -0.12077 0.179
H -1.62892 -0.59075 1.37523 0.194
H 1.23955 -1.54182 -0.77316 0.192
H 1.47080 -1.21477 0.99680 0.185
```

* highest occupied orbital energy: -0.3793 Eh
* SMILES string: O=C(CF)CF
* multiplicity: 1
* orbital gap: 10.97 eV

---

Model y:
Computed, not measured: one molecule with the formula C3H4F2O, with ωB97M-V/def2-TZVPD.

```
10
Properties=species:S:1:pos:R:3:nbo_charge:R:1
O -1.82310 -1.00515 0.20632 -0.509
C -1.39012 0.05794 -0.23004 0.439
C -0.00309 0.60424 -0.09424 -0.591
C 1.02454 -0.50699 0.29917 0.584
F 2.31460 -0.07515 -0.03648 -0.362
F 0.81836 -1.57198 -0.42071 -0.318
H -2.02516 0.74270 -0.82538 0.112
H 0.29827 1.22402 -0.94755 0.250
H -0.15711 1.36518 0.65649 0.250
H 0.94280 -0.83482 1.39241 0.145
```

* highest occupied orbital energy: -0.3800 Eh
* SMILES string: O=CCC(F)F
* multiplicity: 1
* orbital gap: 11.19 eV

---

The winner here is model y, beating the second structure by 44.0 kJ/mol.

---

Model w:
Computed, not measured: C2H6S as an isolated structure, with ωB97M-V/def2-TZVPD.

```
9
Properties=species:S:1:pos:R:3:nbo_charge:R:1
C 1.42682 -0.91227 0.14003 -0.621
C 0.44697 -0.02125 -0.62832 -0.571
S -1.03635 0.50440 0.23978 -0.005
H 2.29495 -1.21720 -0.45711 0.215
H 1.79211 -0.46122 1.06416 0.204
H 0.90947 -1.81817 0.50313 0.213
H 0.23346 -0.59197 -1.59023 0.215
H 0.93483 0.80347 -1.14980 0.210
H 0.28729 1.47151 0.94281 0.140
```

* highest occupied orbital energy: -0.3378 Eh
* multiplicity: 1
* orbital gap: 8.98 eV

---

Model x:
Computed, not measured: a 2-piece molecular cluster, C2H6S overall, with ωB97M-V/def2-TZVPD.

```
9
Properties=species:S:1:pos:R:3:nbo_charge:R:1
C 1.72365 0.79128 3.39770 -0.370
C 1.53154 1.32448 2.02950 -0.406
H 2.42264 1.33407 3.93040 0.193
H 1.29139 -0.16783 3.67258 0.199
H 1.83639 2.32505 1.76391 0.182
H 1.68426 0.60314 1.18558 0.202
S -3.40024 -1.53106 -5.06397 -0.259
H -4.26292 -2.44604 -4.89231 0.123
H -2.82671 -2.23308 -6.02338 0.136
```

* highest occupied orbital energy: -0.3352 Eh
* SMILES string: C=C.S
* multiplicity: 1
* orbital gap: 9.90 eV

---

Model y:
Computed, not measured: one molecule with the formula C2H6S, with ωB97M-V/def2-TZVPD.

```
9
Properties=species:S:1:pos:R:3:nbo_charge:R:1
C 0.57862 -0.89499 0.85395 -0.748
S -1.07219 -0.38586 0.33471 0.185
C -0.62240 0.92440 -0.80619 -0.750
H 0.99332 -0.18258 1.55753 0.213
H 1.19136 -1.04416 -0.03767 0.214
H 0.52170 -1.88229 1.32084 0.231
H -1.50513 1.12135 -1.41268 0.233
H -0.20917 1.77937 -0.28422 0.213
H 0.12389 0.56476 -1.52627 0.210
```

* highest occupied orbital energy: -0.3126 Eh
* SMILES string: CSC
* multiplicity: 1
* orbital gap: 9.68 eV

---

The winner here is model y, beating the second structure by 170.8 kJ/mol.

---

Model w:
Computed, not measured: an isolated ion of composition C6H11N4O and charge +1, with ωB97M-V/def2-TZVPD.

```
22
Properties=species:S:1:pos:R:3:nbo_charge:R:1
C 3.43467 -0.92253 0.38662 -0.635
C 1.93766 -0.66358 0.31526 0.160
N 1.13585 -1.54518 0.93630 -0.138
O -0.15186 -1.23127 0.77518 -0.289
C -0.21804 -0.13606 0.05596 0.441
N -1.44929 0.38531 -0.31091 -0.577
C -2.65583 -0.08180 0.14555 0.678
N -3.73498 0.48456 -0.38796 -0.772
N -2.72561 -1.09670 0.97745 -0.733
C 1.21892 0.34453 -0.32568 -0.108
C 1.60375 1.58439 -0.93611 -0.683
H 3.57727 -1.95618 0.27907 0.250
H 3.98063 -0.36113 -0.28662 0.227
H 3.76031 -0.61856 1.39980 0.244
H -1.33853 1.31087 -0.76351 0.446
H -4.64063 0.61678 0.05706 0.438
H -3.70305 1.26326 -1.09661 0.430
H -3.52554 -1.70463 0.94330 0.436
H -1.91664 -1.39087 1.43646 0.445
H 2.27120 1.38276 -1.82363 0.252
H 0.82415 2.17254 -1.49040 0.231
H 2.31561 2.16349 -0.28659 0.257
```

* highest occupied orbital energy: -0.4388 Eh
* SMILES string: Cc1noc([NH+]=C(N)N)c1C
* charge: +1
* multiplicity: 1
* orbital gap: 8.54 eV

---

Model x:
Computed, not measured: an isolated ion of composition C6H11N4O and charge +1, with ωB97M-V/def2-TZVPD.

```
22
Properties=species:S:1:pos:R:3:nbo_charge:R:1
C -0.73103 2.52446 -2.53167 0.345
C -0.78318 0.85483 -1.21188 -0.112
C 0.51973 1.18298 -1.47784 0.357
C -1.31791 -0.18975 -0.32607 -0.245
C 0.93348 -1.23719 0.11134 -0.087
C -0.96526 -1.53922 1.67271 -0.458
N -1.54023 1.79392 -1.85366 -0.446
N 2.03007 -0.41125 0.05745 -0.189
N 2.49703 0.30667 1.06222 -0.556
N -0.36224 -0.60570 0.73685 -0.372
O 0.52075 2.23613 -2.31760 -0.421
H -1.00141 3.40129 -3.19608 0.228
H -2.27643 0.25443 0.13839 0.266
H -1.53191 -1.02772 -0.95345 0.241
H 0.66301 -1.49784 -0.82617 0.222
H 1.31773 -2.16621 0.56136 0.235
H -1.38391 -2.43717 1.36541 0.252
H -0.37898 -1.98370 2.46497 0.251
H -1.76533 -0.95166 2.28351 0.237
H 3.37344 0.89024 0.89772 0.421
H 2.27323 0.30233 2.09596 0.377
H -0.09065 0.30014 1.24655 0.454
```

* highest occupied orbital energy (alpha / beta): -0.4456 / -0.4824 Eh
* charge: +1
* multiplicity: 1
* orbital gap (alpha / beta): 7.33 / 9.30 eV

---

The winner here is model w, beating the second structure by 495.2 kJ/mol.

---

Model w:
Computed, not measured: a 2-piece molecular cluster, C3H9N2 overall, with ωB97M-V/def2-TZVPD.

```
14
Properties=species:S:1:pos:R:3:nbo_charge:R:1
C -1.09776 0.91032 -1.50149 0.431
C -0.32989 0.82578 -2.71810 -0.739
C 0.77454 -0.38237 0.89216 -0.277
N -0.83366 0.48955 -0.38022 -0.610
N 0.05099 -0.64932 2.16994 -0.698
H -0.29518 -0.36333 -2.83204 0.267
H -0.93892 1.34841 -3.44417 0.263
H 0.65486 1.19155 -2.63294 0.256
H 0.84821 -1.34410 0.44175 0.202
H 1.49553 0.40218 1.08291 0.214
H -1.57510 0.57102 0.28648 0.374
H 0.26752 0.17111 2.68978 0.449
H 0.44284 -1.40249 2.62629 0.427
H -0.91262 -0.95027 1.90000 0.440
```

* highest occupied orbital energy (alpha / beta): -0.4420 / -0.4580 Eh
* charge: +1
* multiplicity: 1
* orbital gap (alpha / beta): 8.09 / 8.66 eV

---

Model x:
Computed, not measured: an isolated ion of composition C3H9N2 and charge +1, with ωB97M-V/def2-TZVPD.

```
14
Properties=species:S:1:pos:R:3:nbo_charge:R:1
C 0.34808 1.30104 0.31541 -0.211
C 1.02395 -0.01773 0.51863 -0.276
N 0.00055 -1.09727 0.43399 -0.515
C -0.83784 -0.61341 -0.76453 -0.062
N -0.68057 0.74287 -0.90280 -0.635
H -0.24692 1.86951 1.20740 0.231
H 0.99973 2.00081 -0.05182 0.234
H 1.71069 -0.12445 -0.34081 0.242
H 1.70101 -0.08588 1.33811 0.257
H 0.39745 -2.07476 0.44082 0.467
H -0.64452 -0.96257 1.24934 0.437
H -1.81314 -1.08880 -0.84610 0.235
H -0.42775 -1.14400 -1.62537 0.187
H -1.53071 1.29464 -0.97227 0.408
```

* highest occupied orbital energy: -0.5089 Eh
* SMILES string: C1C[NH2+]CN1
* charge: +1
* multiplicity: 1
* orbital gap: 10.27 eV

---

The winner here is model x, beating the second structure by 328.1 kJ/mol.

---

Model w:
Computed, not measured: an isolated ion of composition C3H9N2 and charge +1, with ωB97M-V/def2-TZVPD.

```
14
Properties=species:S:1:pos:R:3:nbo_charge:R:1
C -0.80461 -1.67346 0.59873 -0.674
C -0.05686 -0.52881 0.05857 0.275
N 1.27256 -0.60707 0.37231 -0.794
C -0.57348 0.67055 -0.29900 -0.267
N 0.00704 1.93571 -0.64914 -0.664
H -0.81406 -1.72580 1.68523 0.264
H -0.42829 -2.66095 0.29013 0.249
H -1.81053 -1.78060 0.17980 0.250
H 1.73225 -1.49073 0.57052 0.413
H 2.01426 0.05182 0.16845 0.387
H -1.60356 0.55236 -0.63314 0.227
H 0.73633 1.83364 -1.36856 0.434
H 0.51555 2.44476 0.08736 0.437
H -0.70597 2.59865 -0.94522 0.461
```

* highest occupied orbital energy: -0.4808 Eh
* SMILES string: C/C(N)=C/[NH3+]
* charge: +1
* multiplicity: 1
* orbital gap: 9.25 eV

---

Model x:
Computed, not measured: an isolated ion of composition C3H9N2 and charge +1, with ωB97M-V/def2-TZVPD.

```
14
Properties=species:S:1:pos:R:3:nbo_charge:R:1
C -0.00798 1.10340 1.50706 -0.658
C -0.00590 0.18033 0.33471 0.122
N -1.22815 0.18316 -0.48743 -0.709
C 0.93837 -0.59717 -0.15170 0.004
N 0.69084 -1.30999 -1.36732 -0.887
H -0.75737 0.76657 2.21101 0.241
H 0.96520 1.06919 1.99305 0.263
H -0.16173 2.13080 1.20488 0.240
H -2.04834 -0.24170 -0.05426 0.441
H -1.47903 1.12893 -0.80196 0.439
H -1.00157 -0.39707 -1.31450 0.473
H 1.90712 -0.75442 0.31344 0.228
H 1.29136 -0.96425 -2.10692 0.400
H 0.89717 -2.29777 -1.28007 0.404
```

* highest occupied orbital energy: -0.5416 Eh
* SMILES string: C/C([NH3+])=C/N
* charge: +1
* multiplicity: 1
* orbital gap: 11.29 eV

---

Model y:
Computed, not measured: a 2-piece molecular cluster, C3H9N2 overall, with ωB97M-V/def2-TZVPD.

```
14
Properties=species:S:1:pos:R:3:nbo_charge:R:1
C 3.01022 -0.00165 -0.23321 -0.086
C -2.12246 0.26834 -0.25877 -0.396
C 0.38455 -0.57841 0.21552 -0.119
N 2.00125 0.64159 0.07037 -0.361
N -0.60724 0.49905 0.13096 -0.504
H 3.76174 0.72806 -0.43827 0.228
H 3.20404 -1.11084 -0.34841 0.208
H -2.16969 -0.42221 -1.06129 0.240
H -2.70648 -0.23996 0.47251 0.242
H -2.44055 1.29035 -0.34744 0.238
H 0.58598 -1.06026 1.13560 0.236
H 0.57963 -1.00850 -0.64345 0.198
H -0.51626 1.05292 0.95620 0.442
H -0.24823 1.00658 -0.59878 0.433
```

* highest occupied orbital energy: -0.5074 Eh
* charge: +1
* multiplicity: 1
* orbital gap: 9.97 eV

---

The winner here is model x, beating the second structure by 68.4 kJ/mol.

---

Model w:
Computed, not measured: an isolated ion of composition C3H9N2 and charge +1, with ωB97M-V/def2-TZVPD.

```
14
Properties=species:S:1:pos:R:3:nbo_charge:R:1
C 1.07974 1.69161 -1.14658 -0.645
C -0.26355 1.03865 -0.83750 -0.214
N -0.34321 0.22953 0.41471 -0.469
C -0.21700 -1.07648 0.31595 0.408
N -0.34242 -1.94065 1.31151 -0.757
H 1.37693 1.55941 -2.18579 0.247
H 0.88486 2.76580 -1.04929 0.240
H 1.88139 1.41658 -0.47070 0.235
H -1.17750 1.64330 -0.82562 0.238
H -0.49071 0.31828 -1.61234 0.211
H -0.42939 0.50091 1.38355 0.428
H -0.34182 -1.53605 -0.66017 0.212
H -0.91400 -2.76825 1.20657 0.442
H 0.04705 -1.78064 2.22503 0.425
```

* highest occupied orbital energy: -0.5701 Eh
* SMILES string: CC/[NH+]=C/N
* charge: +1
* multiplicity: 1
* orbital gap: 11.29 eV

---

Model x:
Computed, not measured: a 2-piece molecular cluster, C3H9N2 overall, with ωB97M-V/def2-TZVPD.

```
14
Properties=species:S:1:pos:R:3:nbo_charge:R:1
C -0.34426 -1.11244 -0.68238 -0.291
C 0.13813 0.28252 -0.79718 -0.013
C 0.97068 -0.50504 2.52809 -0.257
N -0.46546 -0.17993 0.38708 -0.367
N -0.73638 1.28937 -1.51149 -0.687
H -1.28100 -1.41529 -1.14025 0.217
H 0.39418 -1.90598 -0.65223 0.237
H 1.19001 0.51335 -0.90336 0.230
H 1.85108 -0.86145 2.02911 0.184
H 0.89669 0.52934 2.79613 0.193
H 0.25544 -1.20547 2.90594 0.199
H -1.67171 1.22248 -1.07942 0.458
H -0.80572 1.10301 -2.52036 0.448
H -0.39169 2.24553 -1.35968 0.447
```

* highest occupied orbital energy (alpha / beta): -0.5140 / -0.4624 Eh
* charge: +1
* multiplicity: 1
* orbital gap (alpha / beta): 10.05 / 7.20 eV

---

The winner here is model w, beating the second structure by 437.2 kJ/mol.